Entry 1:
Molecular formula: C39H69FN3O13S4
Method: DFT, wB97M-V/def2-TZVPD

```
129
C39H69FN3O13S4 (wB97M-V/def2-TZVPD)
C 1.149 -1.365 3.793
C 1.201 -0.089 2.928
C 1.589 1.065 3.880
C -0.214 0.218 2.419
C 2.285 -0.136 1.830
C 2.046 -0.978 0.566
C 3.403 -1.099 -0.175
C 1.603 -2.414 0.882
C 1.091 -0.324 -0.444
C 0.941 1.053 -0.535
C 0.062 1.656 -1.424
C -0.703 0.867 -2.255
O -1.638 1.439 -3.107
C -2.956 1.034 -2.773
C -3.878 2.238 -2.936
O -5.225 1.809 -3.032
C -5.928 1.938 -1.822
C -6.838 0.720 -1.691
N -7.057 0.342 -0.281
C -6.656 -0.823 0.239
N -6.738 -1.987 -0.370
N -6.166 -0.661 1.490
S -6.371 -1.975 2.594
C -6.365 0.765 1.891
C -4.944 1.467 1.794
O -4.169 1.021 0.708
C -2.929 0.414 1.115
O -2.311 -0.196 0.058
C -3.044 -1.228 -0.555
C -2.152 -1.988 -1.526
O -0.898 -2.301 -0.961
C -6.831 0.960 3.335
C -7.186 2.415 3.603
O -6.340 3.220 3.876
O -8.502 2.724 3.521
C -7.283 1.284 0.782
F -8.596 1.060 1.191
C -0.534 -0.505 -2.216
C 0.343 -1.098 -1.330
H 0.438 -2.091 3.396
H 2.125 -1.839 3.900
H 0.786 -1.099 4.788
H 2.488 0.816 4.447
H 1.810 1.968 3.305
H 0.772 1.295 4.565
H -0.901 0.117 3.268
H -0.289 1.257 2.088
H -0.546 -0.459 1.631
H 3.202 -0.511 2.296
H 2.512 0.887 1.529
H 3.846 -0.109 -0.304
H 3.223 -1.571 -1.139
H 4.102 -1.726 0.376
H 2.262 -2.837 1.642
H 0.573 -2.470 1.233
H 1.732 -3.034 -0.004
H 1.510 1.716 0.103
H -0.027 2.735 -1.448
H -3.286 0.247 -3.459
H -2.991 0.688 -1.737
H -3.578 2.781 -3.834
H -3.725 2.924 -2.097
H -6.538 2.851 -1.872
H -5.256 2.032 -0.966
H -7.797 0.901 -2.176
H -6.370 -0.120 -2.204
H -7.236 -2.107 -1.235
H -6.329 -2.794 0.078
H -5.271 -1.756 3.334
H -5.139 2.529 1.622
H -4.418 1.374 2.743
H -2.262 1.196 1.480
H -3.134 -0.295 1.937
H -3.880 -0.804 -1.127
H -3.453 -1.920 0.199
H -2.026 -1.399 -2.437
H -2.699 -2.891 -1.820
H -0.859 -3.246 -0.796
H -7.680 0.331 3.601
H -6.020 0.724 4.020
H -8.585 3.560 3.042
H -7.162 2.326 0.508
H -1.119 -1.120 -2.892
H 0.397 -2.177 -1.343
C -3.861 5.180 8.219
C -5.034 4.461 7.535
C -4.451 3.655 6.368
S -2.763 3.249 6.830
O -1.866 3.912 5.917
O -2.659 1.830 7.063
C -2.766 4.130 8.387
H -4.152 5.605 9.178
H -3.502 5.993 7.585
H -5.514 3.788 8.247
H -5.790 5.162 7.185
H -4.988 2.728 6.188
H -4.406 4.239 5.452
H -1.776 4.545 8.562
H -3.015 3.412 9.168
C 6.405 -0.965 -4.444
C 6.611 -2.320 -5.131
C 6.286 -3.412 -4.103
S 5.090 -2.689 -2.972
O 5.693 -2.592 -1.667
O 3.805 -3.325 -3.149
C 5.065 -1.065 -3.722
H 6.413 -0.146 -5.160
H 7.207 -0.788 -3.725
H 5.931 -2.403 -5.983
H 7.624 -2.421 -5.508
H 5.847 -4.298 -4.553
H 7.159 -3.688 -3.514
H 4.921 -0.319 -2.943
H 4.231 -1.042 -4.423
C 11.929 -3.141 -5.236
C 11.885 -3.696 -6.667
C 10.811 -2.911 -7.430
S 10.736 -1.288 -6.656
O 9.441 -1.130 -6.037
O 11.241 -0.290 -7.560
C 11.942 -1.622 -5.377
H 12.801 -3.496 -4.689
H 11.038 -3.456 -4.688
H 12.856 -3.551 -7.143
H 11.671 -4.763 -6.679
H 11.052 -2.779 -8.481
H 9.827 -3.366 -7.330
H 11.657 -1.090 -4.473
H 12.905 -1.262 -5.737
```

frontier orbital gap	0.231	Eh
charge	+1
2S+1	1

Entry 2:
Molecular formula: C12H14Br2ClF6N3O12PS2
Method: DFT, wB97M-V/def2-TZVPD

```
53
C12H14Br2ClF6N3O12PS2 (wB97M-V/def2-TZVPD)
C 3.809 -2.184 1.863
N 3.659 -2.066 0.386
C 2.230 -2.256 -0.126
C 1.612 -0.782 -0.492
P 2.701 -0.243 -1.932
O 4.111 0.729 -1.420
Br 3.982 -1.899 -2.929
O 2.164 0.210 0.501
S 1.587 1.767 0.304
O 1.005 2.183 1.716
O 2.680 2.884 0.072
C 0.238 1.972 -1.035
Br -0.948 3.362 -0.147
C -0.472 0.601 -1.540
N -0.142 0.128 -2.940
C 0.194 0.993 -3.881
O 0.629 2.001 -4.689
S -2.238 0.963 -1.949
O -2.891 -0.006 -3.027
O -2.365 2.296 -2.811
F -3.420 1.224 -0.795
C -0.075 -0.718 -0.555
N -0.515 -0.551 0.839
C -0.015 -1.185 2.044
C -1.860 -0.180 1.280
C -2.265 1.186 2.181
O -2.997 -0.942 1.269
C -0.732 -2.136 -1.071
F -0.686 -3.249 -0.037
F -2.243 -2.111 -1.192
C -0.317 -2.900 -2.403
F 0.891 -2.621 -3.143
F -1.412 -2.729 -3.442
F -0.311 -4.405 -2.207
H 2.983 -2.751 2.457
H 4.821 -2.777 2.089
H 3.938 -1.122 2.383
H 4.294 -2.759 -0.103
H 2.192 -3.045 -1.021
H 1.688 -2.846 0.733
H 4.698 0.912 -2.211
H 0.799 2.618 -1.844
H 1.118 -1.381 2.216
H -0.313 -0.538 3.008
H -0.554 -2.228 2.273
H -2.978 0.882 3.092
H -1.307 1.637 2.729
H -2.869 1.971 1.566
O -4.227 5.593 3.398
Cl -4.819 4.418 2.788
O -5.505 4.801 1.569
O -5.768 3.821 3.709
O -3.778 3.458 2.477
```

frontier orbital gap	0.213	Eh
charge	-1
2S+1	1

Entry 3:
Molecular formula: CH4N2O4
Method: DFT, wB97M-V/def2-TZVPD

```
11
CH4N2O4 (wB97M-V/def2-TZVPD)
C -1.967 -0.704 -0.012
O -1.100 0.326 -0.382
N -0.602 1.079 0.717
O 0.415 1.711 0.548
H -3.017 -0.569 -0.305
H -1.676 -0.835 1.007
H -1.596 -1.544 -0.546
O 2.977 -1.207 0.251
N 2.458 -0.159 0.245
O 2.265 0.470 -0.921
H 1.842 1.431 -0.600
```

frontier orbital gap	0.332	Eh
charge	0
2S+1	1
structure (SMILES)	CON=O.O=NO
ΔE to the lowest compared entry with this formula, charge and spin	405.2	kJ/mol

Question: The lowest frontier orbital gap belongs to which entry?
Answer: C12H14Br2ClF6N3O12PS2

Question: The lowest charge belongs to which entry?
Answer: C12H14Br2ClF6N3O12PS2

Question: Among the records above, which one has the highest frontier orbital gap?
Answer: CH4N2O4